# 1
{"formula": "C24H60HfN4O20S3V2", "method": "ωB97M-V/def2-TZVPD", "homo_lumo_gap_ev": [6.13, 8.12], "total_charge": 2, "multiplicity": 7, "e_homo_ev": [-11.81, -13.81], "s_squared": 12.008, "elements": ["V", "V", "Hf", "S", "O", "O", "O", "O", "S", "O", "O", "O", "O", "S", "O", "O", "O", "O", "C", "O", "C", "C", "N", "C", "C", "O", "C", "H", "H", "H", "H", "H", "H", "H", "H", "H", "H", "H", "H", "H", "H", "H", "C", "O", "C", "C", "N", "C", "C", "O", "C", "H", "H", "H", "H", "H", "H", "H", "H", "H", "H", "H", "H", "H", "H", "H", "C", "O", "C", "C", "N", "C", "C", "O", "C", "H", "H", "H", "H", "H", "H", "H", "H", "H", "H", "H", "H", "H", "H", "H", "C", "O", "C", "C", "N", "C", "C", "O", "C", "H", "H", "H", "H", "H", "H", "H", "H", "H", "H", "H", "H", "H", "H", "H"], "coordinates": [[-0.039087, -2.810715, -2.060106], [1.299121, 2.684797, 0.595996], [-3.405306, 0.803644, -0.555358], [-2.022402, 3.434233, 0.293070], [-2.484284, 2.260689, 1.081714], [-0.574109, 3.485055, 0.210508], [-2.644849, 2.947076, -0.957934], [-2.584997, 4.647412, 0.843017], [-0.557014, 0.046413, -0.262711], [0.079467, -1.116649, -0.848357], [-1.766140, -0.226770, 0.522284], [0.369927, 0.821159, 0.552228], [-1.242658, 0.832326, -1.317670], [-2.675649, -2.104611, -2.689564], [-1.447424, -1.783366, -3.438369], [-3.707246, -2.600562, -3.571644], [-2.182397, -3.103891, -1.757295], [-3.127015, -0.898384, -1.954362], [-3.017066, 1.498798, -3.790241], [-3.891505, 1.773935, -2.693924], [-5.262499, 1.846863, -3.061200], [-5.916813, 0.500176, -2.836911], [-5.632712, 0.089755, -1.446444], [-6.095297, -1.324239, -1.275169], [-5.654810, -1.830704, 0.077121], [-4.255089, -1.808575, 0.164051], [-3.856006, -2.460241, 1.373072], [-3.257666, 0.611752, -4.384372], [-2.007108, 1.310702, -3.438063], [-3.051101, 2.348759, -4.472143], [-5.423104, 2.068580, -4.118630], [-5.764725, 2.644834, -2.512061], [-5.563865, -0.183331, -3.610219], [-6.988549, 0.580752, -3.041374], [-6.386852, 0.500781, -0.887559], [-5.858650, -2.016227, -2.085977], [-7.188365, -1.361301, -1.364127], [-6.035284, -2.863346, 0.107879], [-6.169336, -1.393104, 0.944388], [-4.508661, -2.163281, 2.195867], [-2.839085, -2.190102, 1.655877], [-3.834302, -3.534771, 1.184057], [2.956458, 4.952544, 5.794208], [2.079700, 4.144667, 5.037256], [1.634566, 4.723021, 3.835655], [0.371885, 4.009506, 3.331396], [0.720566, 2.624886, 2.910879], [-0.305176, 1.710310, 3.481186], [0.154133, 1.164665, 4.823209], [1.496057, 0.702055, 4.613170], [1.926553, -0.154862, 5.668909], [3.619803, 5.559786, 5.165721], [3.634331, 4.258198, 6.290235], [2.455627, 5.630986, 6.485113], [2.412947, 4.733590, 3.061478], [1.319112, 5.749306, 4.051541], [-0.023176, 4.590068, 2.493403], [-0.378646, 4.131514, 4.113535], [1.561198, 2.380948, 3.435849], [-0.432611, 0.830975, 2.844512], [-1.297486, 2.150736, 3.534083], [-0.440930, 0.319268, 5.179050], [0.181193, 1.923268, 5.612518], [1.493990, -1.125802, 5.397481], [1.617255, 0.080986, 6.688405], [3.009827, -0.256001, 5.683578], [5.841164, -2.021804, -0.012728], [4.781018, -1.068874, 0.036218], [4.471333, -0.620132, 1.341946], [3.177673, 0.166624, 1.360505], [3.255664, 1.559771, 0.839715], [3.662787, 1.677826, -0.578058], [2.574513, 1.454565, -1.618968], [1.377040, 2.214937, -1.478875], [0.831536, 2.561513, -2.743227], [6.783318, -1.514234, -0.216289], [5.640658, -2.733787, -0.813546], [5.851488, -2.591424, 0.919303], [5.271188, -0.008375, 1.774092], [4.318623, -1.472632, 2.011448], [2.918327, 0.246019, 2.423062], [2.321324, -0.387481, 0.977074], [3.944288, 1.946081, 1.478807], [4.662743, 1.302388, -0.794955], [3.876624, 2.761901, -0.599359], [2.330906, 0.385048, -1.595195], [3.035398, 1.539012, -2.605596], [0.543192, 1.648091, -3.283063], [1.464431, 3.132904, -3.418845], [-0.163460, 2.968941, -2.566004], [-0.906762, -4.801678, 0.510456], [0.079371, -4.275631, -0.351005], [1.369568, -4.938517, -0.216116], [2.394358, -3.903663, -0.574730], [2.118373, -3.534205, -1.956338], [2.969098, -2.441040, -2.442071], [2.600087, -2.043761, -3.860009], [1.225953, -1.682965, -3.847011], [0.797985, -1.154065, -5.110181], [-1.730710, -4.123130, 0.722095], [-0.466809, -5.066404, 1.473376], [-1.421231, -5.671774, 0.091819], [1.301899, -5.846836, -0.817533], [1.518941, -5.272383, 0.813203], [3.392912, -4.315437, -0.379525], [2.334853, -3.028817, 0.075290], [2.272862, -4.369933, -2.517971], [4.023189, -2.726914, -2.512354], [2.851911, -1.583470, -1.786837], [2.728899, -2.870735, -4.571671], [3.249814, -1.239811, -4.219151], [0.335740, -1.956593, -5.685375], [1.583710, -0.660811, -5.680524], [0.007552, -0.437242, -4.897006]], "atomic_forces_ev_per_a": [[-1.401, -0.649, 0.687], [-1.625, -0.879, 1.325], [4.977, 0.093, -2.402], [-2.420, 1.586, 1.886], [-0.873, -3.064, 1.964], [1.351, 0.143, -0.429], [-1.162, 0.009, -2.891], [0.765, -0.733, -0.941], [-0.563, 1.179, -1.108], [0.761, -0.273, 0.661], [-2.181, -1.914, 2.119], [0.323, -0.649, -0.095], [0.120, 1.099, -1.180], [-0.317, -0.924, -2.855], [0.960, 1.179, -0.774], [-0.260, 0.642, 0.773], [0.594, -1.402, 2.297], [-0.959, 2.341, 1.222], [0.613, -0.079, -1.078], [-0.141, -0.755, 0.417], [-1.025, -0.319, -0.593], [0.148, 1.025, -0.555], [-0.945, -0.520, 0.489], [-0.234, -0.485, 0.366], [-1.366, -1.533, -0.723], [0.160, 1.350, 1.040], [0.661, -0.198, 0.126], [-0.559, -0.121, 0.422], [-0.117, 0.313, 0.350], [0.127, 0.145, 0.169], [0.550, 0.309, -0.011], [0.310, 0.044, 0.312], [0.479, -0.482, 0.641], [-0.065, 0.030, 0.348], [0.339, 0.743, -0.116], [1.170, 0.425, 0.009], [-0.049, 0.348, 0.501], [0.342, -0.106, 0.065], [0.308, 0.643, -0.124], [-0.125, -0.302, 0.009], [-0.037, 0.347, -0.382], [-0.469, -0.031, 0.217], [1.010, -0.100, -0.316], [-0.244, -0.457, -0.399], [-1.141, 0.593, 0.290], [1.358, 1.054, -0.048], [-0.691, 0.636, 0.253], [-0.062, -1.511, -0.347], [0.724, 0.196, 0.172], [0.141, 0.393, 0.665], [-0.220, -1.018, -0.661], [-0.234, 0.021, -0.207], [-0.232, 0.154, 0.464], [-0.214, -0.213, 0.073], [0.219, 0.015, 0.030], [0.231, 0.192, -0.302], [0.014, -0.165, -0.136], [-0.007, -0.724, 0.126], [0.039, -0.006, -0.062], [0.167, 0.201, -0.218], [0.153, 0.370, -0.012], [-0.336, 0.113, -0.220], [-0.103, 0.083, -0.023], [0.195, -0.227, 0.512], [-0.266, 0.567, -0.191], [0.032, 0.245, -0.284], [-0.360, 0.088, 0.086], [-0.247, -0.084, -0.080], [-0.308, -0.014, -0.263], [-0.414, -0.147, 0.807], [-0.784, -1.379, 0.059], [0.506, 3.170, 0.590], [0.957, -2.377, -0.187], [1.855, 0.548, -0.164], [-1.801, -0.867, -0.693], [0.157, -0.151, 0.232], [-0.022, 0.159, -0.116], [0.354, 0.047, 0.030], [0.225, -0.003, -0.075], [0.120, -0.125, 0.029], [-0.002, 0.251, -0.003], [0.243, 0.091, -0.589], [0.144, 0.657, -0.564], [-0.450, -0.946, -0.318], [-0.015, 0.045, -0.450], [-0.524, 0.044, 0.142], [-0.086, 0.664, 0.007], [0.508, -0.230, 0.166], [0.233, 0.394, 0.543], [0.371, 0.710, 0.187], [-1.070, -0.637, 0.588], [0.662, 0.309, -0.039], [-1.115, 0.252, 0.854], [0.235, -0.713, 0.166], [0.350, 0.705, -0.423], [0.494, -0.128, -1.105], [-0.536, -0.477, 0.103], [0.806, 0.666, -0.364], [-1.010, -0.093, 0.159], [0.465, 0.596, -0.416], [0.095, -0.061, -0.067], [0.435, -0.177, -0.150], [0.571, 0.093, -0.338], [-0.144, 0.129, 0.057], [0.084, -0.019, -0.467], [-0.386, 0.037, -0.081], [0.021, 0.147, -0.184], [0.083, -0.013, 0.489], [0.076, -0.067, 0.212], [0.158, -0.127, 0.141], [-0.133, 0.185, 0.169], [0.183, 0.017, -0.200], [0.277, -0.149, 0.201], [0.045, -0.008, 0.006]], "mulliken_spin": [2.933, 2.964, -0.005, -0.001, 0.004, 0.018, -0.001, 0.000, -0.019, -0.061, 0.007, -0.123, 0.061, -0.009, 0.039, 0.003, 0.013, -0.009, 0.001, 0.000, 0.000, 0.000, 0.000, 0.000, 0.000, 0.000, 0.001, 0.000, -0.001, 0.000, 0.000, 0.000, 0.000, 0.000, 0.000, 0.000, 0.000, 0.000, 0.000, 0.000, -0.001, 0.000, 0.001, -0.001, 0.028, 0.001, -0.088, 0.042, -0.001, -0.001, 0.000, 0.000, 0.000, 0.000, -0.003, 0.002, -0.001, 0.003, 0.031, -0.004, 0.000, 0.000, 0.000, 0.000, 0.000, 0.000, 0.000, 0.001, 0.000, 0.052, 0.000, -0.021, -0.012, 0.000, 0.017, 0.000, 0.000, 0.000, 0.000, 0.000, -0.007, -0.004, 0.022, 0.007, 0.011, 0.033, 0.006, -0.002, 0.004, -0.010, 0.005, 0.016, 0.003, 0.003, 0.010, -0.003, -0.026, 0.039, 0.003, -0.002, 0.001, 0.001, -0.003, 0.000, 0.000, 0.000, 0.027, 0.004, 0.016, -0.009, -0.001, -0.001, 0.003, -0.001]}


# 2
{"formula": "C24H60HfNO13", "method": "ωB97M-V/def2-TZVPD", "homo_lumo_gap_ev": 1.48, "total_charge": 3, "e_homo_ev": -15.38, "elements": ["Hf", "C", "C", "C", "O", "H", "H", "H", "H", "H", "H", "H", "C", "N", "O", "O", "H", "H", "H", "C", "O", "C", "C", "O", "C", "H", "H", "H", "H", "H", "H", "H", "H", "H", "H", "C", "O", "C", "C", "O", "C", "H", "H", "H", "H", "H", "H", "H", "H", "H", "H", "C", "O", "C", "C", "O", "C", "H", "H", "H", "H", "H", "H", "H", "H", "H", "H", "C", "O", "C", "C", "O", "C", "H", "H", "H", "H", "H", "H", "H", "H", "H", "H", "C", "O", "C", "C", "O", "C", "H", "H", "H", "H", "H", "H", "H", "H", "H", "H"], "coordinates": [[3.422855, -1.352225, 2.358658], [-0.864386, -0.018191, 1.759500], [0.401584, -0.558920, 1.103665], [0.547737, -0.063964, -0.323966], [1.490985, -0.476222, 1.979788], [-1.065012, -0.525643, 2.706542], [-1.772156, -0.277411, 1.207833], [-0.868863, 1.067719, 1.861059], [0.164067, -1.621964, 0.930047], [1.453075, -0.456556, -0.809349], [0.684687, 1.014939, -0.446270], [-0.230312, -0.348880, -1.031670], [-3.596019, 1.657227, -2.624886], [-3.565108, 2.548423, -1.440665], [-2.495547, 2.693050, -0.867834], [-4.560997, 3.156556, -1.143534], [-4.598176, 1.490482, -2.992506], [-3.096346, 0.735120, -2.331583], [-2.870793, 2.119969, -3.292560], [-4.007792, -1.532595, -0.665366], [-5.063309, -2.160654, 0.034893], [-5.113477, -1.839859, 1.407998], [-5.609952, -0.433763, 1.654848], [-6.904431, -0.381085, 1.079262], [-7.383265, 0.909784, 0.782523], [-3.121970, -2.169079, -0.538993], [-3.831235, -0.518831, -0.299626], [-4.238320, -1.544206, -1.729072], [-4.140585, -1.974297, 1.908402], [-5.720114, -2.626505, 1.852556], [-5.043373, 0.394793, 1.204178], [-5.747956, -0.168527, 2.715604], [-7.422045, 1.538167, 1.681828], [-8.406944, 0.800146, 0.436557], [-6.761718, 1.383872, 0.014444], [6.281179, 2.023057, -3.078121], [5.230284, 2.553887, -2.298283], [3.963376, 2.294455, -2.826582], [2.953839, 3.295415, -2.349644], [3.021669, 3.533689, -0.972336], [1.845406, 3.938167, -0.305954], [6.055504, 0.995568, -3.378697], [7.279735, 2.118193, -2.662792], [6.339377, 2.625630, -3.997378], [3.719875, 1.224974, -2.726966], [3.970832, 2.414758, -3.923172], [1.980974, 2.798673, -2.524938], [2.903824, 4.211818, -2.949591], [1.020798, 3.226238, -0.444419], [1.480154, 4.847287, -0.804262], [2.148478, 4.095280, 0.721738], [3.661410, -6.269652, 2.283742], [3.625487, -5.019050, 2.968392], [3.194229, -5.048615, 4.308526], [3.114654, -3.575886, 4.660380], [2.289217, -2.840611, 3.733231], [0.856415, -3.080249, 3.838540], [4.436750, -6.885873, 2.746586], [3.898680, -6.156410, 1.230925], [2.696419, -6.771970, 2.388747], [3.970361, -5.504592, 4.932835], [2.264937, -5.597680, 4.479234], [4.090254, -3.095821, 4.807523], [2.703484, -3.389934, 5.659739], [0.467911, -2.501196, 4.671130], [0.646721, -4.143855, 3.901493], [0.476602, -2.736967, 2.879901], [-1.757020, 5.243742, 0.909872], [-0.908667, 5.799880, 1.872792], [-1.197569, 5.489767, 3.207720], [-0.640005, 4.152770, 3.705535], [0.688849, 4.001128, 3.326154], [1.336384, 2.869524, 3.885296], [-2.761927, 5.677641, 0.837612], [-1.881217, 4.171611, 1.124687], [-1.361753, 5.275052, -0.104042], [-2.233439, 5.630629, 3.521484], [-0.575926, 6.245538, 3.698375], [-1.288296, 3.331291, 3.357340], [-0.733696, 4.180523, 4.797532], [2.407917, 3.033008, 3.871246], [0.992144, 2.010392, 3.291400], [0.979083, 2.668890, 4.900978], [3.408353, -2.547141, -6.258365], [2.067716, -2.389746, -5.942465], [1.738902, -2.040859, -4.626565], [0.253495, -2.240402, -4.504048], [-0.028669, -3.594774, -4.307627], [-1.400245, -3.925587, -4.358252], [3.620743, -2.850729, -7.280220], [3.935039, -3.339199, -5.699407], [3.990220, -1.643408, -6.025089], [2.107843, -1.018971, -4.445025], [2.239359, -2.703752, -3.904406], [-0.259967, -1.789932, -5.359925], [-0.107056, -1.725380, -3.595125], [-1.520555, -4.950057, -4.021379], [-1.792289, -3.730749, -5.357820], [-1.971374, -3.330291, -3.630099]], "atomic_forces_ev_per_a": [[-6.284, 0.352, 0.425], [-0.403, -0.035, 0.341], [-2.506, -1.363, -1.138], [1.793, 0.944, -0.868], [5.537, -1.403, 0.671], [0.410, 0.369, 0.277], [0.339, 0.039, -0.547], [0.148, -0.029, 0.206], [0.319, -0.124, 0.360], [0.053, -0.263, 0.332], [-0.284, 0.077, 0.441], [-0.469, -0.188, 0.634], [1.178, -0.378, 0.229], [-0.222, 0.629, 0.134], [0.320, -0.467, -0.041], [-0.397, -0.187, 0.026], [-0.024, 0.314, -0.078], [-0.300, -0.100, 0.157], [-0.527, 0.129, -0.462], [-0.155, -0.873, 0.255], [0.056, 0.465, -0.238], [0.775, -0.284, 0.327], [-1.507, 0.332, -0.118], [-0.046, -0.021, -0.232], [-0.364, -0.209, 0.289], [0.329, 0.329, 0.079], [0.138, 0.082, -0.129], [-0.215, 0.165, 0.029], [0.208, 0.145, -0.261], [-0.518, 0.420, 0.076], [0.499, -0.373, 0.014], [0.434, -0.273, 0.058], [0.242, 0.079, -0.002], [0.062, -0.050, -0.175], [0.036, 0.112, 0.037], [-0.136, 0.402, -1.333], [0.258, -0.121, 0.618], [1.072, 0.618, -1.194], [-1.975, -1.078, 0.704], [0.804, -0.331, 0.211], [0.156, 0.404, -1.161], [0.167, -0.104, 0.123], [-0.343, -0.059, 0.812], [-0.100, -0.193, -0.133], [-0.374, 0.055, 0.662], [0.178, 0.034, -0.030], [-0.064, 0.190, -0.280], [0.529, 0.139, 0.156], [0.171, -0.283, 0.273], [0.015, 0.254, 0.484], [-0.410, 0.121, 0.109], [0.089, -0.698, 0.814], [-0.237, 0.530, -0.821], [1.018, 0.461, -0.359], [-0.491, -0.282, 1.911], [1.596, 1.373, -1.181], [-0.011, 0.261, -0.797], [-0.074, -0.159, -0.128], [-0.023, 0.451, 0.049], [0.025, -0.040, -0.095], [-0.138, -0.040, 0.210], [-0.117, 0.076, -0.221], [0.189, 0.003, -0.945], [-0.311, -0.368, -0.079], [-0.046, -0.114, 0.051], [0.211, -0.020, 0.273], [-0.300, 0.128, 0.212], [-0.420, -1.075, -0.371], [-0.369, -0.342, -0.642], [1.368, 1.225, 0.291], [-0.504, -0.078, 0.261], [0.268, 0.173, -0.128], [-1.084, -0.004, -0.024], [0.016, 0.209, 0.479], [-0.261, 0.016, 0.093], [0.540, 0.471, 0.231], [-0.163, -0.244, -0.330], [-0.277, -0.029, 0.412], [0.130, -0.080, -0.293], [0.000, -0.150, 0.053], [0.017, -0.057, -0.132], [0.542, -0.222, -0.030], [0.207, 0.218, 0.130], [1.723, -0.155, 0.469], [-0.349, -0.546, -0.588], [0.492, -0.588, -0.297], [-0.355, 0.710, 0.884], [0.385, -0.358, -0.304], [-0.074, 0.368, 0.479], [-0.846, 0.414, -0.284], [-0.533, -0.040, 0.485], [-0.131, 0.174, -0.153], [-0.399, 0.103, 0.184], [0.065, -0.009, -0.071], [-0.043, -0.242, -0.129], [0.013, 0.323, -0.111], [0.166, -0.175, -0.448], [-0.141, -0.235, -0.024], [0.033, 0.252, -0.117]], "lowdin_charge": [1.875, -0.034, -0.554, -0.044, -0.443, 0.082, 0.071, 0.074, 0.127, 0.072, 0.064, 0.082, 0.058, -0.444, 0.017, 0.102, 0.111, 0.075, 0.111, -0.101, -0.142, -0.187, -0.178, -0.116, -0.053, 0.091, 0.061, 0.094, 0.122, 0.143, 0.116, 0.148, 0.111, 0.107, 0.094, -0.062, -0.116, -0.209, -0.181, -0.126, -0.054, 0.096, 0.102, 0.112, 0.133, 0.141, 0.132, 0.158, 0.077, 0.113, 0.098, -0.055, -0.236, -0.188, -0.178, -0.455, 0.013, 0.103, 0.095, 0.099, 0.152, 0.137, 0.124, 0.151, 0.121, 0.113, 0.077, -0.069, -0.081, -0.149, -0.197, -0.139, -0.061, 0.121, 0.082, 0.094, 0.151, 0.151, 0.135, 0.142, 0.099, 0.071, 0.102, -0.085, -0.110, -0.192, -0.211, -0.134, -0.062, 0.105, 0.107, 0.100, 0.133, 0.139, 0.145, 0.122, 0.101, 0.109, 0.086]}